(w)
Molecular formula: C3H4N2OS
Method: DFT, wB97M-V/def2-TZVPD

XYZ file:
```
11
Properties=species:S:1:pos:R:3:lowdin_charge:R:1
N -1.908 2.023 -0.561 0.186
C 1.632 0.417 0.671 -0.334
C -1.470 -0.549 -0.326 -0.550
S 1.073 -0.088 -1.017 0.870
H 2.490 1.026 0.489 0.024
H 0.850 1.044 1.095 0.031
N -0.283 -1.066 -0.713 -0.301
O -2.428 -1.198 0.104 0.078
C -1.593 0.922 -0.486 -0.168
H -0.214 -2.077 -0.510 0.135
H 1.852 -0.454 1.254 0.029
```

Results
E_LUMO (eV): 0.17
SMILES string: CSNC(=O)C#N
Net charge: 0

=====

(x)
Molecular formula: C3H4N2OS
Method: DFT, wB97M-V/def2-TZVPD

XYZ file:
```
11
Properties=species:S:1:pos:R:3:lowdin_charge:R:1
H -1.628 1.395 -1.104 0.122
S 2.594 -0.093 0.865 0.746
C -1.196 0.359 0.809 -0.181
N -0.160 -0.277 -1.014 0.040
H -1.443 0.842 1.745 0.105
O 2.400 1.208 0.308 -0.665
N -0.566 -0.776 1.043 0.019
H 0.145 -0.243 -1.968 0.153
C 0.122 -1.112 -0.029 -0.346
C -0.963 0.717 -0.510 -0.101
H 0.695 -2.021 -0.147 0.109
```

Results
E_LUMO (spin up / spin down) (eV): -1.05 / -0.98
SMILES string: c1c[nH]cn1.O=S
Net charge: 0

=====

(y)
Molecular formula: C3H4N2OS
Method: DFT, wB97M-V/def2-TZVPD

XYZ file:
```
11
Properties=species:S:1:pos:R:3:lowdin_charge:R:1
H -1.127 -1.945 0.252 0.145
N 0.341 -1.481 -1.300 0.029
N 0.350 -0.371 0.585 0.011
C 1.343 -0.565 -1.374 -0.060
H 1.778 0.990 0.362 0.110
H -2.923 1.365 1.679 -0.125
O -0.644 1.779 1.564 -0.650
C 1.241 0.231 -0.189 -0.099
C -0.238 -1.322 -0.132 -0.224
H 1.877 -0.624 -2.304 0.101
S -1.998 1.942 0.858 0.764
```

Results
E_LUMO (spin up / spin down) (eV): -1.14 / -2.45
Net charge: 0

=====

Which one is most stable, and which one is least stable? (w) is the most stable of them, while (y) is the least stable.

=====

(w)
Molecular formula: C3H4N2OS
Method: DFT, wB97M-V/def2-TZVPD

XYZ file:
```
11
Properties=species:S:1:pos:R:3:lowdin_charge:R:1
C -1.243 1.099 -0.104 -0.125
C 0.704 0.052 -0.045 -0.771
N -1.418 -0.167 -0.072 -0.340
N -0.345 -0.878 -0.178 0.063
H -2.164 1.680 -0.092 0.133
C 0.119 1.404 -0.022 -0.062
H 0.703 2.375 0.069 0.112
S 2.333 -0.397 0.018 0.723
O -2.663 -0.621 0.249 0.014
H 2.814 0.915 0.744 0.010
H -2.519 -1.661 -0.225 0.245
```

Results
E_LUMO (eV): 0.52
SMILES string: On1ccc(S)n1
Net charge: 0

=====

(x)
Molecular formula: C3H4N2OS
Method: DFT, wB97M-V/def2-TZVPD

XYZ file:
```
11
Properties=species:S:1:pos:R:3:lowdin_charge:R:1
H 2.205 -0.015 1.022 -0.029
S 5.529 0.059 -0.394 0.651
H -0.036 -1.548 0.469 0.133
N -1.744 -0.343 0.208 0.117
H -2.370 -1.149 0.156 0.086
C 0.299 0.648 0.401 -0.087
O -0.282 1.727 -0.084 0.041
C -0.522 -0.525 0.312 -0.262
C 4.228 -0.049 0.470 -0.889
N 3.190 -0.033 1.082 0.129
H -1.167 1.358 -0.434 0.112
```

Results
E_LUMO (eV): -1.35
Net charge: 0

=====

Which one is most stable, and which one is least stable? (x) is the most stable of them, while (w) is the least stable.

=====

(w)
Molecular formula: C3H4N2OS
Method: DFT, wB97M-V/def2-TZVPD

XYZ file:
```
11
Properties=species:S:1:pos:R:3:lowdin_charge:R:1
C -0.534 -0.667 0.812 -0.095
H -1.252 -1.118 1.490 0.103
H 1.536 -1.576 0.988 0.143
O 2.289 0.043 -1.130 0.065
C 0.803 -0.896 0.506 -0.065
N 1.084 -0.075 -0.473 -0.236
S -2.508 1.055 -0.269 0.763
H -2.455 1.693 0.947 -0.111
C -0.934 0.331 -0.057 -0.764
H 1.964 0.645 -1.829 0.120
N 0.008 0.564 -0.985 0.078
```

Results
E_LUMO (eV): 0.91
SMILES string: On1ccc(S)n1
Net charge: 0

=====

(x)
Molecular formula: C3H4N2OS
Method: DFT, wB97M-V/def2-TZVPD

XYZ file:
```
11
Properties=species:S:1:pos:R:3:lowdin_charge:R:1
H 1.019 3.200 0.978 -0.018
H -0.147 0.468 -2.128 0.113
N 0.783 2.236 1.007 -0.327
C -0.226 -0.774 -0.484 -0.070
C 0.339 -1.158 0.841 -0.287
H -0.220 -2.123 1.297 0.149
C 0.332 0.191 -1.230 -0.231
N 1.133 -0.554 1.613 -0.020
H -1.073 -1.269 -0.682 0.051
O 1.487 0.719 -0.905 -0.337
S 1.835 1.199 0.667 0.978
```

Results
E_LUMO (eV): 0.17
Net charge: 0

=====

(y)
Molecular formula: C3H4N2OS
Method: DFT, wB97M-V/def2-TZVPD

XYZ file:
```
11
Properties=species:S:1:pos:R:3:lowdin_charge:R:1
C 0.128 -0.432 -0.319 -0.600
O -0.299 1.753 2.470 0.034
N 0.510 0.104 0.989 0.117
H 1.747 -1.521 -0.398 0.069
H 0.660 -2.331 -1.065 0.056
N -1.335 1.302 0.382 -0.258
C -0.291 1.065 1.456 -0.596
S -1.236 0.274 -0.926 1.062
H -2.026 2.036 0.414 0.086
C 0.943 -1.366 -1.021 -0.085
H 1.198 -0.882 -1.982 0.114
```

Results
E_LUMO (eV): -0.19
SMILES string: Cc1nc(=O)[nH]s1
Net charge: 0

=====

(z)
Molecular formula: C3H4N2OS
Method: DFT, wB97M-V/def2-TZVPD

XYZ file:
```
11
Properties=species:S:1:pos:R:3:lowdin_charge:R:1
N 1.260 0.498 0.148 0.111
C 0.126 -0.123 0.174 -0.345
S -2.166 -0.174 -1.456 0.709
H 1.614 2.167 -0.844 0.158
O 0.086 1.176 -1.648 -0.037
N 1.351 1.185 -1.002 -0.008
H -0.500 -2.036 0.755 0.080
C -0.307 -1.081 1.221 -0.035
C -0.680 0.282 -0.978 -0.810
H -1.259 -0.726 1.658 0.094
H 0.475 -1.166 1.972 0.083
```

Results
E_LUMO (eV): -0.31
SMILES string: Cc1n[nH]oc1=S
Net charge: 0

=====

Which one is most stable, and which one is least stable? (y) is the most stable of them, while (x) is the least stable.

=====

(w)
Molecular formula: C3H4N2OS
Method: DFT, wB97M-V/def2-TZVPD

XYZ file:
```
11
Properties=species:S:1:pos:R:3:lowdin_charge:R:1
S -0.035 2.960 1.183 0.756
N -1.712 -0.180 -0.948 0.066
H 2.438 -1.230 0.830 0.087
H 1.401 -2.435 0.094 0.084
C 0.492 -0.418 -0.141 -0.099
O -2.516 1.902 1.355 0.096
C -1.501 2.451 1.312 -0.882
N -0.546 -0.520 -0.693 -0.125
C 1.684 -1.328 -0.053 -0.116
H 2.247 -1.250 -1.062 0.095
H -1.951 0.048 -1.876 0.038
```

Results
E_LUMO (spin up / spin down) (eV): 0.29 / 0.29
Net charge: 0

=====

(x)
Molecular formula: C3H4N2OS
Method: DFT, wB97M-V/def2-TZVPD

XYZ file:
```
11
Properties=species:S:1:pos:R:3:lowdin_charge:R:1
H 1.461 0.722 -1.803 0.099
C 1.024 0.584 -0.877 -0.148
N 0.005 -0.290 -0.647 -0.420
S -0.989 -0.895 -1.920 0.773
N -1.264 -1.100 1.194 0.140
H -1.376 -0.870 2.182 0.068
C -0.399 -0.371 0.675 -0.574
O 0.342 0.622 1.219 0.011
H -2.173 -1.288 -1.191 -0.066
H 1.972 1.863 0.862 0.157
C 1.398 1.023 0.307 -0.041
```

Results
E_LUMO (eV): 0.74
SMILES string: [H]/N=c1\occn1S
Net charge: 0

=====

(y)
Molecular formula: C3H4N2OS
Method: DFT, wB97M-V/def2-TZVPD

XYZ file:
```
11
Properties=species:S:1:pos:R:3:lowdin_charge:R:1
H -3.029 -0.582 -0.046 0.170
O 0.085 -0.877 -0.255 -0.016
H 0.919 2.254 -0.027 0.110
S 2.837 -0.437 -0.186 0.724
H 3.316 0.016 1.212 -0.025
H -1.939 -1.981 0.072 0.117
N -0.925 1.238 -0.155 0.156
C 1.159 0.114 -0.253 -0.673
C 0.553 1.256 -0.195 -0.138
C -1.001 -0.033 -0.066 -0.536
N -1.977 -0.968 -0.101 0.113
```

Results
E_LUMO (eV): 0.38
Net charge: 0

=====

Which one is most stable, and which one is least stable? (y) is the most stable of them, while (w) is the least stable.

=====

(w)
Molecular formula: C3H4N2OS
Method: DFT, wB97M-V/def2-TZVPD

XYZ file:
```
11
Properties=species:S:1:pos:R:3:lowdin_charge:R:1
S 0.691 0.676 -2.545 0.845
N -1.422 -0.209 1.357 -0.055
O 2.140 0.668 -2.219 -0.645
H 1.430 -0.249 -0.138 0.140
H 0.475 0.633 1.797 0.173
H -1.345 0.183 -1.040 0.080
C -0.021 -0.311 1.240 -0.258
C -0.220 0.275 -1.124 -0.409
C -2.544 -0.105 1.027 0.063
N 0.391 -0.339 -0.117 -0.083
H 0.425 -1.222 1.762 0.149
```

Results
E_LUMO (eV): 0.02
Net charge: 0

=====

(x)
Molecular formula: C3H4N2OS
Method: DFT, wB97M-V/def2-TZVPD

XYZ file:
```
11
Properties=species:S:1:pos:R:3:lowdin_charge:R:1
N 0.151 -0.376 0.293 -0.034
H 1.078 -1.951 -0.768 0.086
O -2.193 -0.598 -0.340 0.140
C 1.027 -1.524 0.237 -0.072
H 2.021 -1.207 0.550 0.078
H 0.644 -2.270 0.933 0.087
S -1.323 3.270 1.237 0.698
C -1.053 -0.299 -0.347 -0.577
N -0.058 0.368 -1.000 0.155
H 0.028 1.384 -0.891 0.001
C -0.321 3.202 0.095 -0.562
```

Results
E_LUMO (eV): -0.54
Net charge: 0

=====

Which one is most stable, and which one is least stable? (w) is the most stable of them, while (x) is the least stable.

=====

(w)
Molecular formula: C3H4N2OS
Method: DFT, wB97M-V/def2-TZVPD

XYZ file:
```
11
Properties=species:S:1:pos:R:3:lowdin_charge:R:1
C -0.716 -0.872 -0.774 -0.262
C 0.129 0.615 1.256 -0.573
N -1.690 -1.379 -0.302 0.088
H -2.362 -1.030 0.485 0.072
C 1.153 0.682 -0.761 -0.269
N 0.055 0.231 -0.122 -0.130
S -0.936 -0.116 2.334 0.643
H 1.815 1.519 -0.204 0.161
H 0.072 -1.403 -1.654 0.205
O 1.721 0.127 -1.809 -0.066
H 0.757 1.626 1.551 0.131
```

Results
E_LUMO (eV): -0.95
SMILES string: [H]/N=C\N(C=O)C=S
Net charge: 0

=====

(x)
Molecular formula: C3H4N2OS
Method: DFT, wB97M-V/def2-TZVPD

XYZ file:
```
11
Properties=species:S:1:pos:R:3:lowdin_charge:R:1
C 0.542 0.325 0.152 -0.492
H -2.538 -0.326 -0.161 -0.164
N -0.375 -0.523 0.747 -0.372
H -0.948 2.793 -0.312 0.100
H 3.932 -1.058 -0.347 0.025
O -0.956 1.903 0.059 -0.066
H -0.064 -1.204 1.397 0.068
N 0.350 1.542 -0.205 0.057
S -1.546 -1.184 -0.272 0.778
C 1.866 -0.216 -0.089 -0.064
C 2.956 -0.712 -0.145 0.131
```

Results
E_LUMO (eV): 0.66
SMILES string: C#C/C(=N/O)NS
Net charge: 0

=====

Which one is most stable, and which one is least stable? (w) is the most stable of them, while (x) is the least stable.

=====

(w)
Molecular formula: C2H4FNO3
Method: DFT, wB97M-V/def2-TZVPD

XYZ file:
```
11
Properties=species:S:1:pos:R:3:lowdin_charge:R:1
O 1.471 -0.826 0.207 0.041
N -0.014 0.438 1.406 -0.391
H -1.598 -0.504 -1.871 0.052
H -0.295 -1.501 0.965 0.129
C -0.833 0.170 -1.637 0.031
H 1.868 0.096 0.422 0.146
C 0.189 -0.653 0.607 -0.140
O 0.965 1.164 1.691 0.033
H -1.017 1.240 -1.607 0.080
F 0.318 -0.115 -2.267 -0.038
O -1.054 0.490 2.083 0.057
```

Results
E_LUMO (spin up / spin down) (eV): -0.84 / -1.58
Net charge: 0

=====

(x)
Molecular formula: C2H4FNO3
Method: DFT, wB97M-V/def2-TZVPD

XYZ file:
```
11
Properties=species:S:1:pos:R:3:lowdin_charge:R:1
O 0.902 1.504 0.647 -0.009
H -1.321 -0.956 -1.112 0.105
H 0.825 0.743 -1.200 0.118
O 1.065 -0.993 1.478 0.060
C -1.575 -0.047 -0.524 0.031
O 0.979 -1.705 -0.547 0.025
H -1.798 0.767 -1.060 0.041
F -2.077 -0.242 0.690 0.028
H 1.392 1.205 1.567 0.206
N 0.960 -0.773 0.271 -0.413
C 0.647 0.496 -0.210 -0.192
```

Results
E_LUMO (spin up / spin down) (eV): -0.89 / -0.89
Net charge: 0

=====

Which one is most stable, and which one is least stable? (x) is the most stable of them, while (w) is the least stable.

=====

(w)
Molecular formula: C13H16AsBF10NPPdS
Method: DFT, wB97M-V/def2-TZVPD

XYZ file:
```
45
Properties=species:S:1:pos:R:3:mulliken_spin:R:1
C -2.828 3.916 -1.087 -0.001
H 2.327 -3.567 -0.757 0.001
F 2.810 0.662 0.993 0.003
C 2.028 -3.599 0.282 0.004
F 3.945 2.381 -0.375 0.000
H 3.517 -5.048 0.801 0.000
S 0.217 2.777 1.168 0.044
F 4.375 0.690 -2.116 0.000
F -2.698 0.890 -1.643 0.002
H -3.731 5.816 -1.346 0.000
P 0.031 -1.680 -0.339 0.028
H -1.426 -3.583 -0.640 -0.001
C 1.349 -3.626 2.973 0.006
C 0.639 -1.954 -2.028 0.002
H 1.649 -1.562 -2.127 0.003
H -1.817 2.209 -0.682 0.016
H -2.241 -2.052 -1.078 0.002
C -2.067 5.845 0.063 -0.001
H 0.608 -3.012 -2.296 0.000
H -0.023 -1.398 -2.693 0.000
C -1.574 -2.537 -0.367 0.002
F -4.459 1.507 -0.303 0.000
F 2.078 1.054 -1.300 0.005
B -3.547 0.480 -0.568 0.013
C 0.675 -2.795 2.093 0.013
H -2.145 6.904 0.278 0.000
F -4.200 -0.698 -0.899 0.000
H -0.422 5.544 1.396 0.000
F -2.699 0.297 0.557 0.004
F 5.131 0.299 0.210 0.000
C -2.959 5.249 -0.851 0.000
C -0.981 3.714 0.429 -0.007
Pd 0.047 0.533 0.343 0.876
C 2.707 -4.428 1.164 -0.002
N -1.860 3.206 -0.468 -0.002
C -1.109 5.103 0.690 -0.001
C 1.000 -2.783 0.738 -0.021
F 3.272 -1.010 -0.729 0.002
H -0.102 -2.134 2.464 0.003
C 2.366 -4.448 2.508 0.004
H 2.902 -5.091 3.195 0.000
H 1.089 -3.622 4.025 0.000
As 3.630 0.692 -0.551 0.001
H -3.463 3.337 -1.739 0.000
H -2.047 -2.475 0.612 0.003
```

Results
E_LUMO (spin up / spin down) (eV): 2.39 / 2.10
2S+1: 2
⟨S²⟩: 0.752
Net charge: -1

=====

(x)
Molecular formula: C13H16AsBF10NPPdS
Method: DFT, wB97M-V/def2-TZVPD

XYZ file:
```
45
Properties=species:S:1:pos:R:3:mulliken_spin:R:1
H 2.176 2.627 1.593 -0.003
F -2.805 -2.055 -2.409 0.000
H 2.011 -3.387 3.092 0.000
F -0.492 2.526 3.412 -0.001
C 2.434 1.193 -1.103 0.009
H 2.783 -4.811 1.219 0.001
C -2.839 2.415 -0.796 -0.011
F -0.752 -2.026 0.396 0.006
C 2.452 -1.870 -0.423 0.022
F -0.698 -0.942 -1.799 0.004
C 1.871 -1.622 1.896 0.025
H 2.278 2.266 -1.221 -0.001
F -0.866 -3.396 -1.659 0.000
F -2.260 1.441 2.380 0.007
C -1.465 2.610 -1.126 0.004
H 2.039 0.679 -1.981 0.001
H 3.028 -3.837 -1.042 -0.001
F -2.861 -3.178 -0.215 0.000
C 2.035 -1.061 0.629 -0.007
F -0.527 0.239 3.288 0.001
H -3.176 2.804 0.155 0.000
F -2.013 1.348 4.674 0.001
H 3.501 0.980 -1.018 0.000
H 3.447 1.372 1.723 0.001
S -0.388 3.487 -0.141 0.108
H 1.472 -1.024 2.707 -0.004
H 2.542 -1.469 -1.424 0.004
H -0.097 2.185 -2.550 0.002
C -1.878 1.354 -3.141 0.013
H -1.397 0.931 -4.010 0.000
C -3.659 1.700 -1.618 0.017
B -1.318 1.399 3.478 0.014
H 1.930 1.273 2.675 0.000
C 2.583 -3.759 1.056 0.016
C 2.155 -2.960 2.107 -0.007
F -2.650 -0.716 -0.337 0.003
H -4.683 1.527 -1.317 0.002
N -1.079 2.095 -2.331 -0.005
P 1.530 0.662 0.387 0.140
C 2.372 1.562 1.722 0.010
As -1.784 -2.086 -1.002 0.006
C 2.725 -3.213 -0.210 -0.009
H -3.794 0.525 -3.452 0.000
C -3.178 1.149 -2.825 -0.006
Pd -0.705 1.064 0.565 0.638
```

Results
E_LUMO (spin up / spin down) (eV): 2.29 / 2.00
2S+1: 2
⟨S²⟩: 0.755
Net charge: -1

=====

Which one is most stable, and which one is least stable? (w) is the most stable of them, while (x) is the least stable.